No. 1
{
  "formula": "C3H5N2",
  "method": "wB97M-V/def2-TZVPD",
  "species": ["C", "C", "C", "N", "N", "H", "H", "H", "H", "H"],
  "xyz": [[-1.444762, 0.608485, -0.515483], [-0.636709, -0.172300, 0.155115], [0.855935, -0.421826, -0.228637], [2.165740, -0.068020, 1.787394], [1.607434, -0.379312, 0.874523], [-2.446813, 0.723928, -0.167475], [-1.088624, 1.429907, -1.159640], [-0.912838, -0.694777, 1.033229], [0.802797, -1.370791, -0.801080], [1.097840, 0.344704, -0.977947]],
  "forces_ev_per_a": [[-4.4, 6.0, -3.8], [7.0, -5.6, 2.7], [-4.7, 0.0, -2.9], [1.0, 0.1, 1.8], [1.0, 0.4, 0.3], [-0.7, 0.0, -0.1], [-0.2, -0.6, 0.2], [-0.5, -0.2, 1.0], [0.8, -0.1, 0.4], [0.7, -0.1, 0.4]],
  "lowdin_spin": [0.6707, 0.6268, 0.1082, 0.3314, 0.1341, 0.0342, 0.0294, 0.0249, 0.0389, 0.0013],
  "homo_ev": [-10.8838, -18.1536],
  "e_above_lowest_kcal_mol": 66.7,
  "e_tot_ev": -6157.7269,
  "s_squared": 2.01,
  "spin_multiplicity": 3,
  "lumo_energy_ha": [-0.21144, -0.32763],
  "total_charge": 1
}

No. 2
{
  "formula": "C23H20BCeClF4P",
  "method": "wB97M-V/def2-TZVPD",
  "species": ["C", "C", "C", "H", "C", "C", "H", "H", "H", "H", "Ce", "Cl", "P", "C", "C", "H", "C", "H", "C", "H", "C", "H", "C", "H", "C", "C", "H", "C", "H", "C", "H", "C", "H", "C", "H", "C", "C", "H", "C", "H", "C", "H", "C", "H", "C", "H", "F", "B", "F", "F", "F"],
  "xyz": [[-0.626455, -0.503372, 2.096288], [-0.526464, 0.910344, 1.961602], [-1.571550, 1.343395, 1.066371], [0.193656, 1.546095, 2.471965], [-2.288725, 0.168525, 0.634980], [-1.674969, -0.967723, 1.243536], [-1.993194, -1.999876, 1.114179], [-0.041962, -1.119526, 2.780341], [-1.800137, 2.370875, 0.782304], [-3.218017, 0.132375, 0.067668], [0.044255, 0.103139, -0.423960], [-0.814347, 0.713288, -2.742936], [0.905689, 3.406166, -1.153956], [-0.377052, 4.699505, -1.393463], [-0.292479, 6.001150, -0.877625], [0.557696, 6.295317, -0.259751], [-1.291064, 6.938243, -1.155791], [-1.204008, 7.950896, -0.758153], [-2.391702, 6.579754, -1.941934], [-3.171159, 7.313105, -2.158388], [-2.491036, 5.279555, -2.448408], [-3.347045, 4.999395, -3.068924], [-1.501425, 4.340619, -2.166860], [-1.577769, 3.320412, -2.542944], [1.971290, 4.230848, 0.091582], [1.581072, 4.096152, 1.441415], [0.683071, 3.526435, 1.683306], [2.328263, 4.697635, 2.449908], [2.017687, 4.587022, 3.493332], [3.469494, 5.443127, 2.132989], [4.051819, 5.915611, 2.927603], [3.859825, 5.582049, 0.797724], [4.743131, 6.172000, 0.539717], [3.121351, 4.969464, -0.217286], [3.443052, 5.077925, -1.255290], [1.909419, 3.646920, -2.678899], [1.758014, 4.725058, -3.565616], [0.991021, 5.479310, -3.389430], [2.593738, 4.844420, -4.680734], [2.473101, 5.698530, -5.352341], [3.574759, 3.883991, -4.932189], [4.227134, 3.977443, -5.803860], [3.723226, 2.796630, -4.061935], [4.490524, 2.044685, -4.249770], [2.891636, 2.672416, -2.948940], [2.999761, 1.819123, -2.278206], [1.198761, -1.571313, -0.517358], [-0.328698, -4.331470, 0.879223], [-1.237114, -4.046411, -0.082518], [0.821155, -4.954715, 0.583331], [-0.602730, -3.996259, 2.159179]],
  "forces_ev_per_a": [[-0.3, 0.2, -0.2], [-1.1, -0.3, -0.2], [-0.4, -0.8, 0.7], [-0.2, -0.1, -0.2], [0.2, 0.4, 1.1], [-0.1, 0.7, 0.4], [0.1, 0.3, 0.1], [0.0, 0.1, -0.5], [0.1, -0.3, 0.0], [0.5, 0.1, -0.2], [1.5, 0.1, -2.4], [0.1, -0.4, 0.7], [0.5, 0.9, -0.1], [-0.9, -0.2, 0.0], [0.1, -0.1, 0.0], [-0.2, -0.1, -0.2], [-0.1, -0.2, -0.1], [0.0, -0.3, -0.1], [0.2, -0.1, 0.1], [0.3, -0.2, 0.1], [-0.1, 0.1, 0.0], [0.3, 0.1, 0.3], [0.3, 0.2, 0.3], [-0.1, 0.3, 0.0], [0.1, -0.3, 0.7], [0.5, 0.2, -0.4], [0.2, 0.2, 0.0], [0.0, 0.0, 0.1], [0.1, 0.1, -0.4], [-0.1, 0.0, -0.2], [-0.2, -0.2, -0.3], [-0.1, -0.1, 0.2], [-0.3, -0.2, 0.1], [-0.1, 0.0, 0.0], [-0.1, 0.0, 0.3], [0.2, -0.7, -0.4], [0.1, -0.2, 0.2], [0.2, -0.2, 0.0], [0.0, -0.1, 0.1], [0.0, -0.3, 0.2], [0.0, -0.1, 0.2], [-0.2, 0.0, 0.3], [-0.1, 0.1, 0.0], [-0.2, 0.2, 0.0], [-0.2, 0.5, -0.2], [0.1, 0.1, -0.1], [-0.4, 0.6, 0.2], [0.2, -0.5, 0.0], [1.1, -0.2, 1.1], [-1.4, 0.8, 0.3], [0.3, -0.2, -1.5]],
  "mulliken_charge": [-0.4076, -0.6438, -0.2037, 0.5078, -0.8736, -0.2814, 0.5880, 0.4712, 0.6938, 0.4554, 1.3179, -0.3217, 0.7138, 0.0909, -0.0607, 0.3393, -0.6091, 0.4133, -0.5026, 0.3803, -0.6026, 0.4084, -0.2284, 0.2613, 0.0850, -0.2449, 0.4089, -0.7268, 0.4100, -0.5076, 0.3812, -0.6771, 0.4095, -0.1165, 0.3402, 0.2347, 0.0625, 0.3166, -0.6709, 0.4078, -0.5009, 0.3828, -0.6569, 0.3988, -0.3549, 0.2474, -0.5082, 0.6751, -0.2349, -0.2208, -0.2459],
  "homo_ev": [-11.5395, -11.5395],
  "e_tot_ev": -70462.8069,
  "lumo_energy_ha": [-0.21045, -0.21060],
  "total_charge": 1
}

No. 3
{
  "formula": "C7H11O10S",
  "method": "wB97M-V/def2-TZVPD",
  "species": ["C", "C", "O", "O", "C", "C", "O", "C", "O", "O", "S", "C", "O", "O", "H", "H", "H", "H", "H", "H", "H", "H", "H", "H", "C", "O", "O", "O", "H"],
  "xyz": [[-1.015229, 2.413105, -0.328572], [-1.050916, 1.937579, -1.931533], [0.117096, 2.073865, -2.596675], [-2.313398, 1.463007, -2.519778], [-2.291365, 0.021239, -2.810753], [-1.897921, -0.940363, -1.542837], [-0.684553, -1.714232, -1.874120], [0.282243, -1.653255, -0.746030], [0.986496, -0.510129, -0.635945], [0.397952, -2.798939, 0.207526], [2.055179, -3.187158, 0.432790], [2.807129, -2.402019, 1.973879], [2.147281, -4.744145, 0.631702], [2.930434, -2.882630, -0.828587], [0.085920, 2.541652, 0.069996], [-1.621572, 3.438732, -0.312954], [-1.622843, 1.640115, 0.316682], [-1.621833, -0.291786, -3.720196], [-3.408593, -0.270994, -3.113247], [-1.734268, -0.374018, -0.527206], [-2.766725, -1.722544, -1.369757], [2.549648, -1.259662, 1.931828], [3.975039, -2.616290, 1.991980], [2.303735, -2.912454, 2.927280], [-0.084567, 3.091072, 2.896699], [0.390408, 3.444430, 4.002763], [0.818643, 2.429799, 2.186822], [-1.216071, 3.257423, 2.389139], [1.482649, 2.528601, 2.899100]],
  "forces_ev_per_a": [[-1.3, -0.1, -1.2], [6.4, 1.3, -1.2], [-8.0, -1.3, 3.2], [2.8, -1.0, 0.9], [-0.9, -1.4, -0.3], [-1.3, 0.2, 0.6], [1.9, -0.5, 4.0], [2.5, 7.0, -1.0], [-4.5, -8.4, 0.0], [1.4, 2.4, -2.3], [5.2, -6.0, -3.9], [-0.6, 0.7, 1.2], [-1.5, 5.8, 0.3], [-3.8, 0.3, 4.7], [-2.5, -0.3, -1.1], [1.4, -2.3, 0.2], [1.3, 1.7, -1.2], [-1.0, 0.9, 1.8], [2.4, 1.0, 0.7], [-0.4, -0.8, -2.2], [1.8, 1.6, -0.4], [0.6, -2.2, 0.1], [-2.7, 0.3, -0.6], [1.0, 1.1, -2.3], [-2.9, 1.5, 0.9], [-0.4, 0.5, 0.8], [2.2, -1.5, -1.2], [0.5, 0.0, 0.4], [0.7, -0.5, -0.7]],
  "mulliken_charge": [-0.5851, 0.5031, -0.5745, -0.3526, -0.3701, -0.1538, -0.3434, 0.5692, -0.3733, -0.2512, 1.1121, -0.6953, -0.6134, -0.5704, 0.2378, 0.3378, 0.2258, 0.2693, 0.2767, 0.1859, 0.2494, 0.2916, 0.3023, 0.3079, 0.7216, -0.8225, -0.4637, -0.7168, 0.2955],
  "homo_ev": -4.6491,
  "e_above_lowest_kcal_mol": 88.1,
  "e_tot_ev": -38741.9598,
  "lumo_energy_ha": 0.05262,
  "total_charge": -1
}

No. 4
{
  "formula": "C12H17Cl2HfN3O2",
  "method": "wB97M-V/def2-TZVPD",
  "species": ["C", "C", "C", "C", "C", "C", "C", "C", "C", "C", "Hf", "Cl", "Cl", "O", "H", "H", "H", "H", "H", "H", "H", "H", "H", "H", "H", "H", "H", "H", "H", "H", "O", "H", "N", "C", "N", "C", "N"],
  "xyz": [[-0.610601, 2.189254, 0.215723], [-1.908602, 1.666827, -0.117215], [-1.852877, 1.171666, -1.451349], [-3.107764, 1.699312, 0.729100], [-0.567105, 1.495336, -1.988301], [0.218315, 2.090601, -0.947545], [1.550732, 2.716711, -1.137383], [-0.273395, 2.960779, 1.423679], [-2.945067, 0.462064, -2.163418], [-0.122498, 1.276097, -3.390088], [0.609820, -0.604136, 0.562249], [-3.953653, -1.527371, 1.359612], [-0.760412, -0.067888, 2.452530], [0.361744, -1.103137, -1.319240], [-2.850395, 2.006685, 1.743113], [-3.537244, 0.677022, 0.821395], [-3.903794, 2.368899, 0.356836], [-3.500064, -0.155620, -1.439307], [-2.502406, -0.181188, -2.938697], [-3.673529, 1.132481, -2.659140], [-0.479266, 0.293795, -3.752187], [0.979605, 1.313201, -3.446516], [-0.509168, 2.056290, -4.081487], [2.171821, 2.120782, -1.817312], [2.070969, 2.826326, -0.182542], [1.477304, 3.725785, -1.576254], [-0.746593, 2.528086, 2.302396], [-0.604375, 4.000546, 1.334263], [0.803237, 2.975012, 1.580285], [1.006277, -1.438175, -1.994790], [2.345026, 0.125761, 0.915575], [3.071324, 0.531255, 1.422827], [0.824464, -2.555383, 1.148805], [0.956062, -3.691653, 1.417811], [1.360840, -4.861537, 1.761944], [2.473820, -4.868279, 2.495422], [3.424384, -4.966933, 3.164546]],
  "forces_ev_per_a": [[-0.5, -0.9, -1.1], [1.6, -0.1, -1.0], [1.3, 1.3, 0.3], [-0.8, -0.7, 0.6], [-0.5, 0.5, 1.2], [-1.0, -0.8, -0.6], [0.2, 0.2, -0.1], [-0.1, 0.3, 0.3], [-0.3, -0.3, 0.0], [0.1, -0.1, -0.2], [-2.0, 3.8, -1.0], [-0.2, -0.5, 0.0], [0.2, -0.5, 0.5], [1.4, -1.2, -1.1], [-0.1, 0.1, 0.1], [0.1, 0.6, 0.0], [0.2, 0.0, 0.0], [0.1, 0.0, -0.3], [-0.3, 0.0, 0.1], [0.2, -0.1, 0.1], [0.2, 0.3, -0.1], [-0.3, -0.1, -0.2], [0.1, -0.3, 0.2], [0.1, 0.1, 0.1], [0.2, -0.1, -0.1], [0.1, 0.0, 0.0], [0.1, 0.1, 0.2], [0.0, 0.2, 0.1], [0.2, 0.0, 0.2], [-1.2, 0.6, 1.1], [1.5, 0.2, 0.6], [-0.9, -0.5, -0.6], [-0.3, -2.7, 0.4], [1.6, 0.6, 0.4], [-0.5, 0.4, -0.2], [0.5, -0.3, 0.6], [-0.7, 0.1, -0.7]],
  "mulliken_charge": [0.1309, 0.9767, 0.3507, -1.2210, 0.6529, 0.5223, -1.7019, -1.5551, -1.4646, -1.6997, 1.5554, -0.8742, -0.4772, -0.6834, 0.3091, -0.0812, 0.2481, 0.3272, 0.3079, 0.2199, 0.3321, 0.3542, 0.2494, 0.3802, 0.3179, 0.2436, 0.3910, 0.2499, 0.3481, 0.2126, -0.7876, 0.2590, -0.3642, 0.7683, -0.7179, 0.4825, -0.5620],
  "homo_ev": -0.3833,
  "e_above_lowest_kcal_mol": 12.0,
  "e_tot_ev": -47641.9185,
  "lumo_energy_ha": 0.17041,
  "total_charge": -2
}